[1]
C34H32NO10P2 | ωB97M-V with the def2-TZVPD basis set

## Properties
highest occupied orbital energy: -0.122 Eh
total energy: -76315.10551 eV
gap between HOMO and LUMO: 2.81 eV

The geometry in ORCA input format:
```
! RIJCOSX wB97M-V def2-TZVPD def2/J DEFGRID3
* xyz -1 1
C 4.33 -3.04 8.79
P 4.86 -2.77 7.02
C 5.69 -1.12 7.32
N 3.50 -2.38 6.15
P 2.10 -1.74 6.75
C 2.19 0.13 6.42
C 0.94 -2.11 5.34
H 3.52 -3.77 8.81
H 3.99 -2.14 9.31
H 5.20 -3.45 9.32
H 5.44 -0.51 6.45
H 5.38 -0.58 8.22
H 6.78 -1.23 7.35
H 2.21 0.68 7.36
H 3.11 0.36 5.87
H 1.34 0.49 5.84
H 1.41 -1.94 4.37
H 0.05 -1.48 5.42
H 0.63 -3.15 5.40
C 6.21 -0.15 2.10
C 5.28 0.18 1.21
C 3.87 -0.26 1.37
O 3.04 0.06 0.53
C 3.53 -1.05 2.56
C 4.45 -1.39 3.47
C 5.87 -0.97 3.29
O 6.72 -1.27 4.10
H 7.25 0.15 2.01
H 5.50 0.77 0.32
H 2.49 -1.33 2.66
H 4.21 -1.92 4.40
C 0.18 0.85 -0.84
C -0.31 2.06 -1.07
C -1.65 2.26 -1.65
O -2.11 3.37 -1.87
C -2.45 1.05 -1.98
C -1.97 -0.17 -1.75
C -0.61 -0.37 -1.18
O -0.17 -1.48 -1.02
H 1.17 0.68 -0.43
H 0.24 2.97 -0.84
H -3.43 1.23 -2.40
H -2.53 -1.07 -1.97
C 1.03 -1.71 -4.18
C 1.53 -2.93 -4.30
C 2.67 -3.20 -5.22
O 3.12 -4.31 -5.36
C 3.22 -2.04 -5.98
C 2.72 -0.82 -5.84
C 1.58 -0.56 -4.93
O 1.11 0.56 -4.82
H 0.20 -1.48 -3.51
H 1.15 -3.78 -3.75
H 4.06 -2.27 -6.63
H 3.11 0.04 -6.38
C -7.27 -2.58 -1.59
C -6.12 -2.45 -0.93
C -5.58 -1.10 -0.58
O -4.53 -0.97 0.00
C -6.38 0.08 -1.00
C -7.53 -0.05 -1.66
C -8.06 -1.40 -2.01
O -9.10 -1.52 -2.61
H -7.68 -3.54 -1.85
H -5.52 -3.29 -0.61
H -5.97 1.05 -0.73
H -8.12 0.79 -1.98
C -5.63 5.61 -5.72
C -4.83 5.59 -6.78
C -3.39 5.24 -6.66
O -2.67 5.23 -7.63
C -2.88 4.91 -5.30
C -3.68 4.92 -4.24
C -5.12 5.27 -4.36
O -5.86 5.27 -3.40
H -6.68 5.85 -5.78
H -5.18 5.83 -7.78
H -1.83 4.65 -5.24
H -3.32 4.68 -3.25
*
```

***

[2]
C5H3Cl | ωB97M-V with the def2-TZVPD basis set

## Properties
structure (SMILES): C#CC#CCCl
highest occupied orbital energy: -0.350 Eh
ΔE to the lowest compared entry with this formula, charge and spin: 0.695 eV
total energy: -17751.54716 eV
gap between HOMO and LUMO: 9.76 eV

The geometry in ORCA input format:
```
! RIJCOSX wB97M-V def2-TZVPD def2/J DEFGRID3
* xyz 0 1
C -1.19 0.47 1.15
C -0.12 -0.45 0.58
C 0.73 -1.16 0.00
C 1.73 -1.79 -0.71
C 2.77 -2.21 -1.23
H -2.12 -0.04 1.06
H -0.88 0.65 2.19
H 3.71 -2.47 -1.92
Cl -1.43 1.92 0.00
*
```